Here is a single C21H22F3NO2 molecule from the OMol25 dataset. Energies are from wB97M-V/def2-TZVPD.

The geometry in ORCA input format:
```
! RIJCOSX wB97M-V def2-TZVPD def2/J DEFGRID3
* xyz 0 1
H -0.550 -2.744 -0.061
H -0.187 1.330 -2.697
H -1.782 0.555 0.582
H 3.483 -1.615 -3.813
H -2.550 3.086 0.479
C -1.191 2.886 4.081
H 1.900 0.515 1.273
C 2.457 -4.155 -1.875
H 1.119 2.896 0.810
H 1.354 0.135 -1.587
C 2.819 -2.264 -3.264
H -4.083 3.384 2.396
C -0.555 -1.709 0.272
O -1.295 -0.194 -2.902
F 2.939 -5.213 -1.188
C 0.120 2.564 0.521
C -2.170 3.015 1.486
C -3.035 3.188 2.551
H -1.231 -1.623 1.131
H 0.451 -4.599 -1.315
C -1.093 -1.085 -2.088
H 0.313 0.310 2.013
F -3.364 3.279 4.883
H -0.802 2.846 5.085
C -0.359 2.716 2.990
C 0.238 1.106 0.019
C 1.458 -2.019 -3.268
C -2.532 3.115 3.837
H 1.543 -1.460 -0.142
H 2.047 1.664 -1.027
H -1.635 1.127 -1.095
H 1.061 -1.183 -3.825
H -0.210 3.169 -0.325
N -1.048 -0.833 -0.766
C 0.855 -1.278 0.685
C 3.337 -3.339 -2.559
C -1.153 0.540 -0.313
C 1.109 1.153 -1.261
C -0.887 -2.521 -2.551
H -1.444 -3.225 -1.933
O 0.521 1.875 -2.305
C 0.874 0.199 1.082
H -1.273 -2.571 -3.572
C 1.094 -3.924 -1.860
C 0.585 -2.839 -2.559
C -0.814 2.762 1.675
F 0.953 2.509 3.228
H 4.394 -3.549 -2.541
H 1.183 -1.887 1.528
*
```

The SMILES is O=C(Cc1cccc(F)c1)N1CCC[C@](CO)(Cc2ccc(F)cc2F)C1. As for the HOMO-LUMO gap: 9.75 eV. As for the highest occupied orbital energy: -9.1 eV.

Atom charges from the natural (NBO) analysis, given in e for atoms 1 to 8: 0.213, 0.498, 0.209, 0.223, 0.221, -0.352, 0.219, 0.412

=====

Here is 5 unconnected molecules or ions with the total composition C16H37Br2F3N3O6S from the OMol25 dataset. Energies are from wB97M-V/def2-TZVPD.

The geometry in ORCA input format:
```
! RIJCOSX wB97M-V def2-TZVPD def2/J DEFGRID3
* xyz 1 1
N 0.226 1.200 1.730
C 3.031 1.411 -0.270
H -4.794 -4.449 -0.329
H -0.518 2.779 3.152
H 0.117 6.953 1.938
H 4.962 1.716 1.582
H -1.924 -4.434 6.332
H -4.475 -2.249 1.793
C -4.959 -3.438 0.058
O -1.600 -2.963 3.333
H 1.921 -3.599 -7.458
H 2.520 -1.238 -8.055
C 0.035 0.134 -2.256
H -2.295 3.571 1.543
H 2.144 -3.212 -5.735
H 2.989 -1.018 -5.258
H -0.643 -3.132 3.280
C -1.655 2.612 1.264
H -1.985 -4.907 3.864
H 0.563 2.356 -2.279
C 1.124 1.335 -2.018
H 2.074 1.290 -2.703
H -1.666 -2.708 5.985
H 0.497 0.216 1.944
H 3.526 0.419 -0.704
C -0.891 1.830 2.530
O 2.993 2.948 2.181
C 2.804 -1.662 -7.087
N 1.547 1.500 -0.543
H 3.537 2.300 -0.886
C -1.508 -3.724 5.612
Br -0.286 -4.138 -1.317
H -3.453 -2.673 -0.913
H 0.843 -2.444 -6.637
H -2.513 1.836 0.993
C 1.193 6.865 1.758
H 2.968 6.151 2.757
H -3.235 -3.418 1.359
H -6.037 -3.264 0.118
C 0.398 -1.287 -1.520
H 1.033 5.179 0.794
H 1.514 5.240 3.145
H -1.085 0.474 -2.021
H -1.579 1.149 3.212
F -1.188 -2.345 -3.336
O 1.398 6.061 0.605
C 0.061 -2.556 -2.557
O 2.727 -0.633 -6.112
O 3.129 0.371 2.298
F 1.269 -2.805 -3.398
C -2.149 -3.897 4.251
C -4.317 -3.266 1.419
H -4.734 -3.976 2.139
H -0.425 -3.877 5.552
O -4.409 -2.504 -0.860
H -1.068 2.361 -0.619
H 0.036 -0.092 -3.428
C 0.553 1.760 0.366
H -3.228 -3.722 4.311
F 1.827 -1.446 -1.148
C 1.894 6.248 2.950
H 1.750 6.858 3.846
H 1.591 7.863 1.553
Br -0.866 -1.577 0.055
N -0.558 2.814 0.198
H 3.841 -2.007 -7.153
S 3.535 1.660 1.516
C 1.876 -2.799 -6.714
*
```

As for the HOMO-LUMO gap: 7.93 eV. As for the highest occupied orbital energy: -12.2 eV.

Atom charges from the natural (NBO) analysis, given in e for atoms 1 to 8: -0.561, -0.432, 0.160, 0.233, 0.152, 0.115, 0.224, 0.207

=====

Here is a molecular structure, C27H34B2CrF4N5O4S3 from the OMol25 dataset. Energies are from wB97M-V/def2-TZVPD.

The geometry in ORCA input format:
```
! RIJCOSX wB97M-V def2-TZVPD def2/J DEFGRID3
* xyz 1 5
C 2.490 1.949 -1.854
H -1.492 -3.237 0.783
S -0.890 -0.669 2.237
F -2.122 0.020 -2.262
S 0.367 -3.881 2.055
H 3.990 -3.063 0.941
H 1.907 0.945 -4.827
S 0.411 -2.442 5.366
F 4.008 0.952 2.339
H -3.022 -0.134 0.156
H -0.859 -0.096 4.554
H 0.080 -3.824 -2.368
H 2.927 -4.350 0.303
C -4.912 0.731 0.708
H 0.389 3.859 -0.189
H 1.572 -1.560 3.446
H -1.888 4.190 -4.569
C -1.821 3.185 -2.682
C -1.819 -2.179 2.632
H 4.240 3.100 -1.515
C -3.016 2.003 -0.023
H 3.084 3.811 -2.664
F 1.794 0.603 1.607
C 1.040 -1.115 4.284
H -1.728 -2.340 3.705
C -1.365 -3.405 1.854
H 1.128 5.549 -1.847
H -0.003 5.696 -4.041
H 1.341 -4.577 5.603
H -1.990 -4.261 2.116
C 2.370 -2.372 -0.230
N 0.814 0.374 -2.257
H 2.208 -3.682 4.374
C -5.067 3.129 0.512
C -1.609 2.064 -0.465
F -1.656 -1.767 -3.626
C 0.320 4.870 -2.089
C -3.753 3.181 0.075
C 1.209 -3.933 4.732
H -3.298 4.129 -0.178
O 3.561 -0.646 0.689
H -2.646 2.519 -2.900
H 0.354 -4.681 -0.845
N -0.731 1.263 -0.073
C -0.322 4.958 -3.317
H 4.085 2.451 -3.165
O -0.982 -1.871 -1.395
C -3.595 0.773 0.289
C 0.790 -3.976 -1.558
H -5.642 4.041 0.601
H 4.071 -3.515 -0.762
H 1.713 -4.410 -1.938
N 0.221 -1.717 -0.803
O 0.067 -0.355 -3.094
H -6.673 1.868 1.157
H -2.868 -1.983 2.404
N 2.493 -1.122 0.012
Cr 0.957 0.120 -0.263
O 3.309 1.790 0.276
C 1.502 1.330 -2.780
H 0.347 1.679 -4.510
B 3.241 0.694 1.279
H 0.306 0.786 3.588
B -1.230 -0.981 -2.601
C -0.084 -0.211 3.795
H -0.606 -4.860 4.006
H 0.875 -5.677 3.522
C 1.060 -2.686 -0.876
H 1.828 2.670 -4.407
H 1.748 -0.521 4.863
C -1.387 4.115 -3.613
C 3.545 2.882 -2.320
C -0.094 3.928 -1.156
C 1.395 1.692 -4.214
C 3.397 -3.392 0.091
H -5.376 -0.220 0.932
N 2.380 1.508 -0.660
C -1.167 3.096 -1.456
C -5.643 1.907 0.827
C 0.420 -4.697 3.677
*
```

As for the HOMO-LUMO gap (spin up / spin down): 7.32 / 5.77 eV. As for the highest occupied orbital energy (spin up / spin down): -10.8 / -10.8 eV. Its expectation value of S² is 6.039.

Atom charges from the Löwdin analysis, given in e for atoms 1 to 8: -0.202, 0.057, 0.896, 0.171, 0.894, 0.100, 0.116, 0.891

=====

Here is 2 unconnected molecules or ions with the total composition C7H11N2O3P from the OMol25 dataset. Energies are from wB97M-V/def2-TZVPD.

The geometry in ORCA input format:
```
! RIJCOSX wB97M-V def2-TZVPD def2/J DEFGRID3
* xyz 0 1
H -2.959 -0.157 1.642
O 1.010 2.172 -1.827
H -3.690 0.559 0.166
C 0.860 0.035 0.418
H 2.811 0.666 1.020
N 1.364 2.035 -3.031
H -2.177 1.210 0.871
O 1.461 0.881 -3.501
C -0.040 -1.818 1.636
H -0.795 -2.557 1.850
P -1.761 -0.870 -0.308
C 2.012 -0.033 1.186
H 1.158 -2.538 3.102
H 2.969 -1.098 2.793
C -0.184 -0.868 0.649
N 1.089 -1.846 2.371
O 1.594 3.029 -3.723
H -0.735 -0.477 -2.473
H -2.155 0.513 -2.191
H -0.647 0.953 -1.397
H 0.740 0.768 -0.374
C -1.254 0.116 -1.730
C 2.100 -0.993 2.167
C -2.773 0.319 0.684
*
```

As for the HOMO-LUMO gap: 5.72 eV. As for the highest occupied orbital energy: -7.3 eV.

Atom charges from the natural (NBO) analysis, given in e for atoms 1 to 8: 0.224, -0.624, 0.247, -0.082, 0.260, 0.715, 0.225, -0.552

=====

Here is a molecular structure, C22H41ClCoNOP3 from the OMol25 dataset. Energies are from wB97M-V/def2-TZVPD.

The geometry in ORCA input format:
```
! RIJCOSX wB97M-V def2-TZVPD def2/J DEFGRID3
* xyz 3 5
C 5.032 2.789 -0.528
C -3.397 -1.845 -2.250
H 2.415 -1.847 -3.572
C 2.001 3.324 -0.001
C 2.555 -1.234 -2.667
C 3.066 2.952 2.160
C -1.911 -4.132 1.973
H -5.608 -0.280 -0.610
H -0.725 -2.795 -2.012
H -0.400 1.118 3.494
H -4.644 -0.073 0.870
C -2.099 -2.846 1.452
C -2.806 0.824 2.663
H 5.903 0.864 -0.381
H 3.340 -1.727 -2.079
H -3.079 -0.237 2.780
P -1.520 0.980 1.356
H -3.447 -2.800 -1.696
P 0.943 -0.985 -1.620
H 2.257 4.832 1.486
H -4.324 -1.766 -2.853
Cl 2.142 -4.117 2.197
C -0.082 1.220 2.441
H 0.375 2.186 2.294
H 1.050 -1.823 1.021
H 2.946 -0.267 -2.984
C 0.475 -3.713 1.970
H -3.679 1.433 2.390
H 0.693 -3.366 -1.136
H -2.349 1.189 3.586
H 5.647 1.717 1.298
H 0.728 -0.045 -3.896
C 3.270 1.572 1.836
C 0.366 -2.714 -1.935
H -1.280 2.845 -0.288
H -3.099 -2.433 1.283
C 5.489 1.733 0.180
N -1.059 -2.088 1.081
H 2.078 1.705 -1.429
H -0.826 -0.642 -3.380
H -4.509 0.931 -2.635
C 2.289 2.015 -0.365
H -4.862 -1.693 0.193
H 5.124 2.760 -1.623
H -3.482 1.914 -1.583
C 0.072 -0.103 -3.032
C -0.594 -4.575 2.228
H 3.774 0.915 2.509
C -3.527 0.983 -2.160
H -0.262 0.899 -2.730
C -4.738 -0.636 -0.057
H -1.218 3.397 1.414
C 0.217 -2.456 1.358
C 2.426 3.791 1.268
H -2.786 2.952 0.666
H -2.545 -1.929 -2.943
H 0.784 -3.062 -2.904
H 2.708 -0.860 -0.603
H -2.757 -4.749 2.175
O 3.520 0.002 0.065
H 4.668 3.728 -0.101
C -1.714 2.714 0.712
H 0.648 0.425 2.264
H 3.477 3.363 3.112
P -3.206 -0.452 -1.058
C 2.990 1.127 0.490
Co -1.292 -0.393 -0.154
H -0.383 -5.563 2.615
H 1.501 3.994 -0.684
H -2.756 1.055 -2.933
*
```

As for the HOMO-LUMO gap (spin up / spin down): 8.00 / 5.93 eV. As for the highest occupied orbital energy (spin up / spin down): -17.5 / -17.4 eV. Its expectation value of S² is 6.028.

Atom charges from the natural (NBO) analysis, given in e for atoms 1 to 8: -0.275, -0.938, 0.276, -0.205, -0.824, -0.235, -0.188, 0.287

=====

Here is 2 unconnected molecules or ions with the total composition C4H13NOS from the OMol25 dataset. Energies are from wB97M-V/def2-TZVPD.

The geometry in ORCA input format:
```
! RIJCOSX wB97M-V def2-TZVPD def2/J DEFGRID3
* xyz 1 2
S -0.670 1.638 0.490
O -1.768 -2.382 5.684
H 0.502 1.118 -2.837
H 2.930 1.334 -3.286
C -0.530 -0.798 -1.023
H -1.151 -1.818 5.187
H -0.812 -0.676 1.120
H 3.282 -0.128 -2.418
H 0.788 -0.171 0.584
C 1.229 0.579 -2.228
H -1.203 -2.899 6.268
N 0.584 -0.660 -1.890
H -0.713 -1.846 -0.803
H 1.126 -1.525 -2.025
H -1.436 -0.412 -1.494
C -0.272 -0.101 0.367
H 2.370 -0.193 -3.917
H -1.989 1.462 0.650
C 2.519 0.368 -2.995
H 1.439 1.143 -1.317
*
```

As for the HOMO-LUMO gap (spin up / spin down): 10.56 / 5.83 eV. As for the highest occupied orbital energy (spin up / spin down): -13.5 / -13.5 eV. Its expectation value of S² is 0.755.

Atom charges from the natural (NBO) analysis, given in e for atoms 1 to 8: 0.083, -0.934, 0.260, 0.258, -0.284, 0.460, 0.268, 0.229